This record from the Open Molecules 2025 dataset describes a molecular structure, C3H4HgO4. The level of theory is the ωB97M-V functional and the def2-TZVPD basis.

As for the spin multiplicity: 2. The value obtained for the largest force on an atom is 0.150 hartree/bohr. The net charge is -1. For the electronic energy, the calculation gives -15536.763 eV.

The geometry in XYZ format:
```
12
Properties=species:S:1:pos:R:3:lowdin_charge:R:1
O -1.428 2.780 -0.064 -0.30
C -0.434 2.087 -0.431 -0.88
C -0.447 -0.840 0.196 0.02
O 0.268 2.084 -1.413 0.04
O 0.025 1.444 0.752 -0.40
C 0.327 0.084 0.773 -0.21
H -0.007 -1.823 -0.010 0.02
H -1.535 -0.764 0.198 0.07
H 1.379 -0.059 1.026 0.11
Hg -0.696 3.099 1.858 0.51
O 0.992 -3.657 -1.442 0.02
H 1.555 -4.436 -1.443 -0.01
```



This record from the Open Molecules 2025 dataset describes 3 unconnected molecules or ions with the total composition C4H13NO2. The level of theory is the ωB97M-V functional and the def2-TZVPD basis.

As for the spin multiplicity: 1. The value obtained for the largest force on an atom is 0.094 hartree/bohr. For the electronic energy, the calculation gives -9942.006 eV. The SMILES is C1CCNC1.O.O.

The geometry in XYZ format:
```
20
Properties=species:S:1:pos:R:3:lowdin_charge:R:1
C -1.101 0.237 1.510 -0.16
C -0.563 -1.192 1.301 -0.18
C 0.913 -0.954 0.800 -0.21
N 1.066 0.489 0.327 -0.07
C -0.256 1.196 0.377 -0.17
H -0.916 0.762 2.414 0.08
H -2.097 0.483 1.177 0.08
H -0.815 -1.879 2.167 0.12
H -0.977 -1.658 0.385 0.10
H 1.545 -1.231 1.602 0.06
H 1.211 -1.659 -0.108 0.14
H 1.081 0.374 -0.659 0.06
H -0.226 2.136 0.992 0.10
H -0.887 1.276 -0.529 0.10
O 2.908 1.727 2.926 -0.10
H 2.836 1.026 2.234 0.02
H 3.444 2.371 2.419 0.04
O -3.013 -1.493 -6.132 -0.09
H -2.420 -2.226 -6.178 0.00
H -2.358 -0.787 -6.483 0.08
```



This record from the Open Molecules 2025 dataset describes 2 unconnected molecules or ions with the total composition C3H6FNSi. The level of theory is the ωB97M-V functional and the def2-TZVPD basis.

As for the spin multiplicity: 1. The value obtained for the largest force on an atom is 0.115 hartree/bohr. For the electronic energy, the calculation gives -15292.628 eV.

The geometry in XYZ format:
```
12
Properties=species:S:1:pos:R:3:lowdin_charge:R:1
C 0.218 -0.498 2.846 -0.30
C -0.415 1.697 0.572 -0.21
C 0.477 -1.778 -0.497 0.02
N -0.137 -1.024 3.796 0.09
F 2.187 0.656 1.441 -0.17
Si 0.616 0.322 1.287 0.60
H -0.695 2.516 1.228 0.02
H 0.151 2.197 -0.315 0.07
H -1.371 1.318 0.145 0.04
H -0.491 -1.798 -0.770 -0.07
H 1.048 -1.288 -1.127 -0.11
H 0.980 -2.649 -0.052 0.01
```



This record from the Open Molecules 2025 dataset describes a single C3H7N3O molecule. The level of theory is the ωB97M-V functional and the def2-TZVPD basis.

As for the spin multiplicity: 1. The value obtained for the largest force on an atom is 0.045 hartree/bohr. For the electronic energy, the calculation gives -9739.896 eV. The SMILES is [H]/N=N/C(=C)[C@H](N)O.

The geometry in XYZ format:
```
14
Properties=species:S:1:pos:R:3:lowdin_charge:R:1
H -2.566 0.055 -2.362 0.07
N -1.766 0.498 -1.887 0.04
N -1.407 -0.152 -0.894 -0.01
C -0.101 0.342 -0.279 -0.26
C 0.646 1.143 -1.013 0.07
C 0.132 -0.256 1.086 -0.47
N 1.530 -0.211 1.415 0.07
O -0.373 -1.582 1.147 -0.04
H 1.626 1.478 -0.730 0.06
H 0.086 1.346 -2.008 0.09
H -0.401 0.371 1.823 0.15
H 2.043 -0.848 0.811 0.09
H 1.660 -0.536 2.367 0.08
H -1.109 -1.647 0.525 0.06
```



This record from the Open Molecules 2025 dataset describes a single C2H5N3O2S molecule. The level of theory is the ωB97M-V functional and the def2-TZVPD basis.

As for the spin multiplicity: 1. The value obtained for the largest force on an atom is 0.061 hartree/bohr. For the electronic energy, the calculation gives -21550.627 eV. The SMILES is C=NO/C(=N/S)NO.

The geometry in XYZ format:
```
13
Properties=species:S:1:pos:R:3:lowdin_charge:R:1
C 2.135 -2.139 -0.012 0.00
N 1.602 -0.987 -0.345 -0.03
O 0.215 -1.002 -0.604 -0.07
C -0.335 0.187 -0.145 -0.52
N 0.077 0.796 0.873 -0.33
S -0.556 2.250 1.212 0.78
N -1.427 0.587 -0.980 -0.02
O -2.485 1.172 -0.255 -0.14
H 1.439 -3.085 0.090 0.11
H 3.241 -2.227 0.264 0.09
H 0.366 2.540 2.175 -0.12
H -1.755 -0.171 -1.597 0.14
H -2.519 2.078 -0.675 0.11
```



This record from the Open Molecules 2025 dataset describes a gas-phase ion, C2HO5 (charge -1). The level of theory is the ωB97M-V functional and the def2-TZVPD basis.

As for the spin multiplicity: 1. The value obtained for the largest force on an atom is 0.071 hartree/bohr. The net charge is -1. For the electronic energy, the calculation gives -12326.212 eV. The SMILES is O=C([O-])C1(O)OO1.

The geometry in XYZ format:
```
8
Properties=species:S:1:pos:R:3:lowdin_charge:R:1
O -2.136 -1.875 0.015 -0.02
C -1.090 -1.225 -0.044 -0.68
O 0.052 -1.616 -0.079 -0.01
C -1.205 0.376 -0.002 -0.52
O -0.001 1.016 0.074 0.07
O -2.227 1.030 -0.688 0.04
O -2.167 1.042 0.702 0.04
H 0.672 0.388 0.383 0.10
```